{
  "formula": "C3H9N3O2",
  "method": "ωB97M-V/def2-TZVPD",
  "homo_energy_ev": [-7.24, -7.24],
  "largest_force_ev_per_a": 1.6,
  "lumo_ev": [0.5, 0.5],
  "e_above_lowest_kj_mol": 569.6,
  "elements": ["C", "C", "N", "C", "N", "O", "O", "N", "H", "H", "H", "H", "H", "H", "H", "H", "H"],
  "xyz": [[0.171, -0.640, 1.799], [0.799, -1.619, -1.396], [0.686, -0.607, -0.359], [-0.045, 0.456, -0.586], [-0.898, 2.416, 0.298], [-0.213, 0.990, -1.831], [-1.087, -1.055, 1.959], [-0.648, 1.042, 0.450], [0.381, 0.544, -2.447], [-1.643, -0.288, 1.723], [-0.038, 2.952, 0.192], [-1.406, 2.746, 1.109], [0.876, -1.457, 1.786], [0.509, 0.246, 2.321], [1.253, -2.515, -0.968], [1.467, -1.303, -2.212], [-0.165, -1.908, -1.837]],
  "atomic_forces_ev_per_a": [[-0.019, -1.135, -0.419], [-0.051, -0.069, 0.069], [0.018, -0.100, 1.015], [-1.071, 1.040, 0.529], [-0.277, 0.522, -0.431], [0.171, -0.176, 0.206], [0.655, 0.362, -0.313], [0.666, -0.475, -0.594], [-0.008, 0.029, 0.063], [0.092, 0.077, 0.015], [-0.167, -0.112, 0.135], [0.156, -0.074, -0.064], [-0.118, -0.124, 0.130], [-0.056, 0.143, -0.479], [-0.017, 0.058, -0.013], [-0.031, -0.003, 0.100], [0.058, 0.038, 0.052]]
}